1.
The following is a DFT calculation (ωB97M-V/def2-TZVPD) of a structure of composition C4H3NO.

Output
Gap between HOMO and LUMO (eV): 8.1837
Charge: 0
E_HOMO (eV): -9.974
ΔE to the lowest compared entry with this formula, charge and spin (kcal per mole): 46.58
LUMO level (Ha): -0.066

Geometry (Å):
C (-0.907395, 0.257976, -0.256060)
C (-0.453743, -0.842610, 0.482120)
C (0.918741, -0.552189, 0.402441)
C (0.257934, 0.907553, -0.858202)
H (-1.130571, -1.417422, 1.317068)
H (1.763903, -1.086470, 1.064408)
H (0.358358, 1.719741, -1.522630)
N (1.342505, 0.411665, -0.498201)
O (-2.149733, 0.601755, -0.130944)

Force components x, y, z for each atom (eV/Å):
C -8.144 1.028 1.107
C 2.799 -1.317 2.712
C 0.463 -5.336 4.322
C -0.074 2.462 -1.930
H 2.198 1.451 -2.579
H -2.070 1.316 -1.590
H -0.929 0.930 -0.882
N 0.967 -0.439 0.331
O 4.789 -0.097 -1.491

---

2.
The following is a DFT calculation (ωB97M-V/def2-TZVPD) of an isolated molecule of C5H5N3.

Output
Gap between HOMO and LUMO (eV): 9.0467
Charge: 0
E_HOMO (eV): -9.110
SMILES: [H]/N=c1\ccccnn1
ΔE to the lowest compared entry with this formula, charge and spin (kcal per mole): 52.32
LUMO level (Ha): -0.002

Geometry (Å):
H (0.326447, 2.774844, 1.023638)
N (0.244594, 2.333780, 0.119951)
C (-0.217078, 1.185788, 0.136096)
C (-0.700760, 0.291421, 1.228201)
C (-0.249328, -0.980264, 1.336710)
C (0.626257, -1.681734, 0.423492)
C (0.824308, -1.285952, -0.829373)
N (-0.044112, -0.449259, -1.571596)
N (-0.571928, 0.597892, -1.145453)
H (-1.359036, 0.670837, 1.981346)
H (-0.629420, -1.618091, 2.133859)
H (1.101204, -2.608001, 0.799726)
H (1.460530, -1.772031, -1.529635)

Force components x, y, z for each atom (eV/Å):
H 0.162 -0.153 0.425
N 0.401 1.263 -0.370
C -0.933 -1.995 0.211
C 1.125 -0.408 -0.344
C -0.627 -0.299 -0.130
C 0.104 -0.064 1.197
C -0.526 0.679 -1.385
N -0.074 0.741 0.897
N 0.332 -0.551 -0.373
H -0.412 0.295 0.174
H 0.077 0.411 0.163
H -0.195 0.719 -0.357
H 0.567 -0.638 -0.107

---

3.
The following is a DFT calculation (ωB97M-V/def2-TZVPD) of a structure of composition C27H40MoN3O2P.

Output
Gap between HOMO and LUMO (spin up / spin down) (eV): 4.7996 / 5.4276
Charge: +4
E_HOMO (spin up / spin down) (eV): -20.597 / -20.731
ΔE to the lowest compared entry with this formula, charge and spin (kcal per mole): 10.61
LUMO level (spin up / spin down) (Ha): -0.581 / -0.562

Geometry (Å):
Mo (0.056926, 0.071233, 0.066553)
C (-2.585497, -1.615840, 0.464637)
N (-1.623753, -1.244967, -0.621133)
C (-2.417991, -0.553376, -1.717936)
C (-3.198955, 0.695009, -1.334876)
C (-2.307150, 1.858225, -0.904624)
N (-1.535102, 1.458629, 0.282967)
C (-1.951623, 1.945518, 1.434488)
C (-1.660802, 1.476437, 2.741076)
C (-2.154902, 2.111469, 3.889272)
C (-1.999205, 1.526527, 5.133204)
C (-1.375948, 0.280901, 5.250849)
C (-0.847264, -0.364692, 4.137470)
C (-0.955380, 0.246035, 2.900333)
O (-0.427378, -0.232501, 1.770155)
C (-1.156373, -2.530079, -1.247076)
C (-0.164347, -3.305439, -0.396436)
C (1.267008, -2.861171, -0.614318)
N (1.539395, -1.510900, -0.065243)
C (2.717174, -1.397659, 0.522538)
C (3.359759, -0.258466, 1.073306)
C (4.653489, -0.341659, 1.612323)
C (5.292262, 0.792198, 2.079213)
C (4.652177, 2.032913, 2.019465)
C (3.366485, 2.154334, 1.499048)
C (2.727241, 1.016419, 1.049160)
O (1.483493, 0.969268, 0.551586)
H (-3.442728, -2.130160, 0.027311)
H (-2.944020, -0.738975, 0.994937)
H (-2.129850, -2.286203, 1.188131)
H (-3.125537, -1.287894, -2.110670)
H (-1.724868, -0.304663, -2.519969)
H (-3.953363, 0.490585, -0.574543)
H (-3.751912, 1.007620, -2.223205)
H (-2.925617, 2.729955, -0.687701)
H (-1.627505, 2.111824, -1.711786)
H (-2.677705, 2.757942, 1.387871)
H (-2.660095, 3.066891, 3.798838)
H (-2.372992, 2.025786, 6.017736)
H (-1.293594, -0.191961, 6.221535)
H (-0.358117, -1.326610, 4.233249)
H (-0.697019, -2.288729, -2.210087)
H (-2.030758, -3.150762, -1.448822)
H (-0.227772, -4.360872, -0.662842)
H (-0.400410, -3.249965, 0.668793)
H (1.497203, -2.848179, -1.683956)
H (1.936618, -3.586700, -0.153002)
H (3.321833, -2.303636, 0.573243)
H (5.152728, -1.303283, 1.659227)
H (6.293401, 0.719080, 2.483705)
H (5.158713, 2.916461, 2.387974)
H (2.876762, 3.119292, 1.442956)
C (3.393471, 1.297244, -3.515040)
C (2.581830, 0.980147, -2.253364)
P (0.723303, 1.055898, -2.382209)
C (0.501755, 2.848197, -2.805273)
C (-0.772202, 3.380707, -3.470227)
C (0.467773, 0.110546, -3.963467)
C (-0.914014, -0.161488, -4.559877)
H (4.447477, 1.219197, -3.245849)
H (3.242074, 2.310756, -3.880175)
H (3.220884, 0.591925, -4.324432)
H (2.862921, 1.692847, -1.476874)
H (2.845832, -0.022820, -1.910792)
H (1.333157, 3.011246, -3.491791)
H (0.722749, 3.412755, -1.894355)
H (-1.176416, 2.708846, -4.223376)
H (-0.513233, 4.300888, -3.993971)
H (-1.555878, 3.645522, -2.764985)
H (1.011767, -0.829658, -3.840445)
H (1.042772, 0.736048, -4.650913)
H (-1.362329, -1.083527, -4.193090)
H (-0.792011, -0.293401, -5.636076)
H (-1.615966, 0.660954, -4.438970)

Force components x, y, z for each atom (eV/Å):
Mo -1.057 -0.950 -0.547
C -0.064 0.003 0.333
N 0.029 -0.415 -0.404
C -0.165 0.472 -0.029
C 0.170 -0.027 0.201
C -0.337 -0.165 -0.328
N 0.514 -0.107 -0.213
C -0.213 0.003 0.166
C 0.329 -0.415 0.021
C -0.120 0.200 -0.166
C 0.050 -0.125 0.121
C -0.115 0.192 -0.090
C 0.350 -0.400 -0.367
C -0.748 0.953 0.535
O 0.176 -0.376 0.689
C 0.220 -0.292 0.008
C 0.110 0.146 0.002
C -0.185 -0.348 -0.196
N -0.607 0.483 0.144
C 0.386 -0.016 -0.005
C -0.425 0.353 -0.041
C 0.090 -0.195 0.011
C -0.002 0.068 -0.008
C 0.110 -0.245 0.007
C -0.644 0.200 -0.249
C 1.266 -0.435 0.352
O 0.871 1.024 0.322
H 0.030 0.033 -0.109
H 0.012 0.064 -0.057
H 0.106 0.014 -0.064
H 0.084 -0.124 0.048
H -0.118 -0.150 0.284
H -0.032 -0.014 0.007
H -0.001 -0.016 -0.028
H 0.097 0.055 0.073
H -0.028 -0.023 0.185
H 0.042 0.025 -0.107
H -0.022 -0.026 -0.009
H -0.029 -0.005 -0.017
H 0.020 0.010 0.007
H 0.012 0.030 0.018
H -0.078 0.029 -0.011
H -0.113 0.143 -0.007
H 0.002 -0.001 -0.030
H -0.070 -0.099 -0.007
H 0.033 0.048 0.017
H 0.094 0.120 0.044
H -0.091 -0.046 -0.070
H -0.006 0.010 -0.015
H -0.014 0.006 0.016
H -0.012 0.013 -0.017
H 0.016 -0.014 0.049
C -0.041 -0.009 -0.099
C -0.205 -0.109 0.234
P 0.701 0.655 -0.950
C -0.423 -0.075 0.389
C 0.031 0.088 -0.161
C -0.507 -0.281 0.465
C 0.068 0.005 -0.384
H -0.005 0.000 0.000
H -0.038 -0.002 -0.022
H -0.014 -0.007 0.000
H -0.014 -0.015 0.082
H -0.018 0.021 0.063
H 0.132 -0.104 0.041
H 0.100 0.013 -0.039
H -0.001 -0.024 -0.020
H 0.015 0.009 0.027
H 0.036 0.025 -0.067
H 0.137 0.067 -0.069
H 0.086 0.070 0.059
H 0.054 0.042 -0.080
H 0.022 -0.028 0.013
H -0.039 -0.008 0.049

---

4.
The following is a DFT calculation (ωB97M-V/def2-TZVPD) of an isolated molecule of C4H6O2.

Output
Gap between HOMO and LUMO (eV): 10.5044
Charge: 0
E_HOMO (eV): -9.714
ΔE to the lowest compared entry with this formula, charge and spin (kcal per mole): 88.08
LUMO level (Ha): 0.029

Geometry (Å):
O (1.799649, 0.007982, -0.888039)
C (0.898212, 0.224311, 0.192312)
C (-0.508989, 0.953625, -0.048703)
C (-1.163935, -0.338205, -0.562808)
C (-0.326043, -0.693448, 0.673133)
O (-0.810796, 0.531154, 1.334708)
H (2.579334, -0.591046, -0.670516)
H (1.587185, 0.619572, 0.929111)
H (-0.691693, 1.991255, -0.310792)
H (-2.242572, -0.392142, -0.413843)
H (-0.827177, -0.720598, -1.525075)
H (-0.290715, -1.603354, 1.268257)

Force components x, y, z for each atom (eV/Å):
O 0.257 -1.474 -0.676
C -0.083 -0.166 -0.792
C 1.312 -0.132 0.484
C 0.622 0.058 -0.073
C 1.013 0.353 0.163
O -0.270 -0.131 -0.176
H -1.809 1.186 0.033
H -1.011 0.266 1.071
H -0.056 0.000 -0.009
H 0.129 0.018 0.003
H -0.008 0.006 0.003
H -0.097 0.016 -0.031

---

5.
The following is a DFT calculation (ωB97M-V/def2-TZVPD) of a structure of composition C12H27AlBF9N7O15.

Output
Gap between HOMO and LUMO (eV): 5.7054
Charge: -1
E_HOMO (eV): -4.209
LUMO level (Ha): 0.055

Geometry (Å):
C (1.452092, -2.849429, 2.776896)
B (1.610944, -1.770417, 1.546817)
O (2.587784, -2.018677, 0.452381)
Al (0.472238, -0.019029, 1.355286)
C (-0.869978, 0.258751, 2.874202)
F (-0.481217, -0.614089, 4.035872)
F (-0.642260, 1.667114, 3.375431)
C (-2.446968, 0.183241, 2.468345)
F (-3.256369, 0.180015, 3.744881)
F (-2.847002, 1.468649, 1.784321)
C (-2.906467, -1.064481, 1.527927)
F (-2.430612, -0.986826, 0.105113)
F (-4.412202, -0.969902, 1.420957)
C (-2.604558, -2.563254, 2.115661)
F (-3.795218, -3.403610, 1.713120)
F (-2.534305, -2.663188, 3.591656)
F (-1.439517, -3.230842, 1.421789)
H (1.627942, -3.930949, 2.302637)
H (0.372619, -2.893371, 3.248941)
H (2.254603, -2.714942, 3.631570)
H (2.110967, -1.681669, -0.382414)
H (1.563926, 1.165710, 1.465745)
H (-0.134771, 0.116390, -0.112404)
C (-6.981815, -0.916770, -0.699882)
N (-7.732513, -0.918191, -1.984499)
O (-7.601149, -1.906609, -2.715780)
O (-8.432530, 0.072944, -2.222414)
H (-6.411601, -1.845009, -0.622912)
H (-6.313563, -0.053322, -0.709684)
H (-7.712241, -0.844771, 0.108519)
C (1.893330, 4.996349, 2.777460)
N (1.836711, 3.804762, 1.888245)
O (2.478074, 2.806907, 2.237443)
O (1.149929, 3.904769, 0.864866)
H (2.529940, 4.767427, 3.634793)
H (2.310599, 5.821416, 2.196641)
H (0.873708, 5.214343, 3.101601)
C (2.143781, -1.533006, -4.234785)
N (2.198817, -1.551145, -2.748034)
O (2.536067, -0.505174, -2.181283)
O (1.901801, -2.614873, -2.191940)
H (2.428097, -0.539022, -4.586717)
H (2.844750, -2.286453, -4.599698)
H (1.118979, -1.767868, -4.529467)
C (-2.682773, -6.585531, 3.076333)
N (-1.202127, -6.514886, 3.204734)
O (-0.531250, -6.902866, 2.241201)
O (-0.755190, -6.071844, 4.269128)
H (-2.933189, -6.992315, 2.094236)
H (-3.051548, -7.238711, 3.869782)
H (-3.071632, -5.570933, 3.184026)
C (-5.130229, 0.303004, -4.329817)
N (-4.221966, 0.855555, -3.288888)
O (-3.006835, 0.801794, -3.511523)
O (-4.754526, 1.327743, -2.277753)
H (-4.528461, -0.076367, -5.158460)
H (-5.705960, -0.503112, -3.870567)
H (-5.779733, 1.114297, -4.664729)
C (4.510069, 1.830358, -0.239140)
N (5.321829, 2.437377, -1.328342)
O (5.057658, 2.097910, -2.487641)
O (6.201223, 3.237581, -0.988759)
H (3.778758, 1.150022, -0.680756)
H (5.193164, 1.288532, 0.418132)
H (4.009590, 2.643202, 0.290976)
C (7.517172, 5.297812, -2.819350)
N (7.628460, 6.765873, -2.604406)
O (6.696382, 7.469671, -3.010482)
O (8.648322, 7.170230, -2.034009)
H (6.574827, 5.085834, -3.329005)
H (8.365657, 4.989440, -3.433498)
H (7.541470, 4.818430, -1.838626)

Force components x, y, z for each atom (eV/Å):
C 0.542 -1.708 0.080
B 0.739 -1.290 -0.763
O -2.903 0.508 0.735
Al 1.107 0.488 -0.707
C 0.310 1.234 1.277
F -1.885 2.083 -2.441
F -1.101 -3.107 -0.645
C -0.857 2.699 2.099
F 1.540 -0.390 -3.681
F 1.221 -4.285 1.823
C -2.097 0.587 -2.358
F -1.604 -0.370 5.093
F 4.321 -0.259 0.378
C -0.469 -3.364 -0.229
F 3.835 2.355 1.412
F 0.078 0.372 -5.482
F -4.153 2.549 2.982
H -0.194 1.997 1.090
H 2.318 0.383 -0.818
H -1.596 -0.269 -1.518
H 1.449 -0.488 2.040
H -0.528 -0.545 0.072
H -0.417 0.003 -0.196
C 0.259 -0.192 0.215
N -0.551 0.163 -0.594
O -0.307 1.379 0.612
O 0.957 -1.574 0.083
H -0.181 0.234 -0.117
H -0.186 -0.061 0.020
H 0.122 0.128 -0.184
C -0.070 0.037 0.361
N 0.018 -1.159 -0.448
O -0.317 2.216 -0.562
O 1.120 -0.108 1.258
H -0.163 -0.064 -0.270
H -0.196 -0.150 0.031
H 0.157 0.029 -0.162
C 0.056 0.226 -0.255
N 0.095 0.151 0.936
O -0.548 -1.659 -0.711
O 0.343 1.625 -0.907
H -0.062 -0.220 0.230
H -0.223 0.038 0.115
H 0.214 -0.079 0.106
C -0.233 -0.037 -0.213
N 1.265 0.104 0.061
O -0.805 0.540 1.476
O -0.584 -0.731 -1.616
H 0.195 0.125 0.230
H 0.096 0.232 -0.049
H 0.081 -0.192 0.099
C -0.005 -0.135 -0.269
N 1.053 0.353 0.666
O -1.864 0.203 0.495
O 0.786 -0.655 -1.322
H -0.056 0.128 0.299
H 0.007 0.213 -0.078
H 0.027 -0.178 0.198
C -0.364 -0.259 -0.011
N 0.041 -0.084 -0.733
O 0.787 0.829 1.511
O -0.925 -0.924 -0.671
H 0.186 0.206 0.082
H -0.100 0.227 -0.058
H 0.166 -0.204 -0.018
C -0.150 -0.153 -0.069
N -0.017 0.915 -0.005
O 1.437 -0.692 0.672
O -1.458 -0.311 -0.788
H 0.231 0.135 0.209
H -0.061 0.088 0.216
H 0.072 0.117 -0.314

---

6.
The following is a DFT calculation (ωB97M-V/def2-TZVPD) of a cluster of 2 separate species, C3HN2PS in total.

Output
Gap between HOMO and LUMO (eV): 7.6864
Charge: 0
E_HOMO (eV): -10.206
ΔE to the lowest compared entry with this formula, charge and spin (kcal per mole): 58.46
LUMO level (Ha): -0.093

Geometry (Å):
C (-0.246332, 0.520330, -1.846603)
C (-0.851121, 1.846234, 0.060606)
C (0.088205, 0.984001, -0.548374)
N (-0.462256, 0.113490, -2.895066)
N (-1.603461, 2.548069, 0.564616)
P (1.896000, 1.464654, -0.412467)
S (2.717160, -0.107411, 0.346410)
H (0.066196, -0.510854, 0.371989)

Force components x, y, z for each atom (eV/Å):
C -0.127 -0.127 -0.337
C -0.420 0.359 0.189
C 0.349 -3.888 2.362
N -0.054 -0.122 -0.498
N -0.197 0.294 0.234
P 0.664 -0.715 0.434
S -0.246 0.787 -0.353
H 0.031 3.413 -2.031

---

So what do the calculations give for E? Going down the list: -7730.724 -9733.220 -48315.673 -8336.642 -85732.631 -26227.343 eV.